ORCA calculation (ωB97M-V/def2-TZVPD) on a molecular structure, C9H9IN at a distorted geometry.

The electronic energy is -19052.9824 eV. For the relative energy (zero: lowest compared OMol25 entry of this formula, charge and spin), the calculation gives 10.031 eV. As for the total charge: +1. The HOMO energy comes out at -13.22 eV.

Each line ends with the natural charge from an NBO analysis.
Atoms and positions in Å:
1 C -1.033 -1.776 1.475  0.079
2 C -0.636 -0.592 1.168  0.020
3 C 1.319 1.900 0.175  -0.170
4 C 0.082 2.143 0.562  0.080
5 C -1.614 -1.211 -1.206  -0.422
6 C -2.042 -1.051 0.249  -0.164
7 C 1.176 0.443 -0.221  -0.078
8 C -1.414 0.135 -0.563  -0.067
9 C 2.086 -0.535 0.409  -0.531
10 N -0.309 0.449 0.269  -0.314
11 I 4.145 -0.189 -0.225  0.177
12 H 2.134 2.589 0.139  0.282
13 H -0.732 2.818 0.797  0.270
14 H -0.774 -1.958 -1.324  0.263
15 H -2.554 -1.378 -1.702  0.286
16 H -3.117 -1.018 0.523  0.278
17 H 1.302 0.169 -1.342  0.273
18 H -1.952 1.111 -0.867  0.267
19 H 1.930 -1.517 0.248  0.242
20 H 2.004 -0.535 1.436  0.228

Forces on atoms 1 to 2 (eV/Å):
C 0.134 0.743 -0.547
C -0.901 -0.008 0.303